18
Properties=species:S:1:pos:R:3:forces:R:3 method="wB97M-V/def2-TZVPD" de_lowest_ev=4.284 smiles="C=C=C/C=[N+](/C)OC" spin_multiplicity=1 total_charge=+1 energy_ha=-364.1898
C -1.450 1.167 -0.216 -6.348 -0.230 -1.535
C -2.168 0.029 -0.063 0.420 0.564 -0.001
C -0.136 1.315 -0.089 2.531 1.487 0.976
C -2.874 -1.038 0.114 -0.644 0.155 2.378
C 2.262 1.149 0.273 -1.989 -0.183 -0.629
C 0.859 -1.676 -0.259 0.460 -2.834 -1.337
N 0.855 0.603 0.243 1.656 -0.874 0.357
O 0.659 -0.670 0.694 -0.547 0.847 0.303
H -1.985 2.141 -0.620 0.870 -2.315 0.910
H 0.210 -1.648 -1.236 1.204 0.473 1.870
H 0.134 2.322 -0.157 0.803 1.469 -0.675
H -2.926 -1.856 -0.581 -0.145 -0.034 -0.467
H 2.684 0.744 1.156 0.778 -0.508 0.607
H 2.707 0.787 -0.675 0.268 0.782 0.755
H 2.099 2.230 0.444 0.716 -0.532 -0.689
H 0.512 -2.586 0.335 0.625 1.023 -1.037
H 1.983 -1.809 -0.496 -1.823 0.269 0.174
H -3.425 -1.206 1.135 1.164 0.443 -1.960